This record from the OMol25 dataset describes one molecule with the formula C5H8O. The level of theory is ωB97M-V with the def2-TZVPD basis set.

Each atom is followed by the atoms it is bonded to, with distances in Å.
Positions of all 14 atoms, in Å:
1 O 2.282 0.372 0.721  C2 1.205
2 C 1.174 0.706 0.386  O1 1.205, C3 1.522, H12 1.113
3 C 0.508 0.597 -0.979  C2 1.522, C4 1.555, H7 1.096, H8 1.095
4 C -0.991 0.309 -0.684  C3 1.555, C5 1.521, H9 1.096, H10 1.095
5 C -1.002 -0.438 0.640  C4 1.521, C6 1.333, H11 1.090
6 C -0.117 -1.420 0.808  C5 1.333, H13 1.083, H14 1.088
7 H 0.677 1.562 -1.471  C3 1.096
8 H 0.968 -0.173 -1.606  C3 1.095
9 H -1.566 1.241 -0.641  C4 1.096
10 H -1.443 -0.309 -1.466  C4 1.095
11 H -1.575 -0.042 1.479  C5 1.090
12 H 0.476 1.214 1.089  C2 1.113
13 H 0.187 -1.806 1.774  C6 1.083
14 H 0.422 -1.813 -0.052  C6 1.088

The energy above the lowest of the compared OMol25 structures with the same formula, charge and spin comes out at 41.6 kcal per mole. Its spin multiplicity is 1. Its net charge is 0. As for the SMILES: C=CCCC=O.

=====

This record from the OMol25 dataset describes one molecule with the formula C5H8O. The level of theory is ωB97M-V with the def2-TZVPD basis set.

Each atom is followed by the atoms it is bonded to, with distances in Å.
Positions of all 14 atoms, in Å:
1 O -0.610 2.037 -1.212  C2 1.208
2 C -0.303 1.236 -0.361  O1 1.208, C3 1.519, C6 1.519
3 C -1.235 0.246 0.316  C2 1.519, C4 1.532, H7 1.098, H8 1.088
4 C -0.587 -1.047 -0.188  C3 1.532, C5 1.553, H9 1.094, H10 1.099
5 C 0.930 -0.779 0.006  C4 1.553, C6 1.600, H11 1.099, H12 1.093
6 C 1.100 0.811 0.034  C2 1.519, C5 1.600, H13 1.101, H14 1.099
7 H -1.095 0.315 1.403  C3 1.098
8 H -2.278 0.413 0.055  C3 1.088
9 H -0.856 -1.957 0.356  C4 1.094
10 H -0.865 -1.203 -1.240  C4 1.099
11 H 1.493 -1.401 -0.704  C5 1.099
12 H 1.195 -1.145 1.001  C5 1.093
13 H 1.261 1.107 1.082  C6 1.101
14 H 1.850 1.366 -0.548  C6 1.099

The energy above the lowest of the compared OMol25 structures with the same formula, charge and spin comes out at 10.1 kcal per mole. Its spin multiplicity is 1. Its net charge is 0. As for the SMILES: O=C1CCCC1.

=====

| no. | HOMO-LUMO gap (eV) | energy (eV) | E_LUMO (eV) |
| --- | --- | --- | --- |
| 1 | 10.4702 | -7360.4513 | 1.10 |
| 2 | 10.3201 | -7361.8193 | 0.90 |